[1]
7 unconnected molecules or ions with the total composition C24H52N4O13 at a distorted geometry, computed with ωB97M-V with the def2-TZVPD basis set.

Geometry as XYZ:
```
93
C24H52N4O13 ωB97M-V with the def2-TZVPD basis set
C 5.93 -5.25 -1.92
C 5.07 -4.17 -1.21
O 3.86 -4.85 -0.87
C 2.91 -4.18 -0.35
O 2.80 -2.95 -0.22
O 2.08 -5.03 0.22
C 1.10 -4.70 1.18
H 5.33 -5.68 -2.73
H 6.39 -5.91 -1.19
H 6.78 -4.75 -2.38
H 4.89 -3.32 -1.86
H 5.56 -3.88 -0.28
H 0.42 -5.51 1.44
H 0.50 -3.91 0.72
H 1.55 -4.28 2.08
C -1.74 -0.17 5.49
C -2.92 -0.75 4.69
O -2.37 -1.34 3.54
C -3.08 -2.27 2.81
O -4.31 -2.32 2.83
O -2.29 -3.16 2.18
C -2.77 -4.15 1.26
H -1.08 -0.97 5.80
H -2.06 0.24 6.45
H -1.20 0.58 4.92
H -3.68 0.02 4.53
H -3.42 -1.50 5.31
H -3.00 -3.80 0.26
H -3.67 -4.60 1.68
H -2.00 -4.91 1.14
C -3.48 3.17 0.26
C -2.09 3.80 0.21
O -1.96 4.52 -1.02
C -0.78 4.97 -1.37
O 0.35 4.73 -0.88
O -0.95 5.75 -2.50
C 0.16 6.07 -3.28
H -3.61 2.49 1.11
H -3.58 2.60 -0.66
H -4.25 3.93 0.36
H -1.43 2.94 0.13
H -1.81 4.37 1.09
H 0.57 7.04 -3.00
H -0.12 6.06 -4.33
H 0.86 5.23 -3.25
C 3.90 -0.93 -3.68
O 5.06 -1.10 -4.15
N 2.87 -1.76 -3.87
C 1.71 -1.72 -2.96
C 2.93 -2.90 -4.85
H 3.63 -0.26 -2.84
H 1.69 -0.89 -2.26
H 1.52 -2.60 -2.33
H 0.83 -1.54 -3.57
H 2.20 -2.84 -5.66
H 3.91 -2.87 -5.33
H 2.92 -3.88 -4.37
C 3.74 3.64 -0.13
O 3.56 2.51 0.37
N 4.72 4.45 0.21
C 4.92 5.78 -0.39
C 5.84 4.01 1.07
H 3.14 4.05 -0.95
H 5.35 6.49 0.32
H 4.01 6.25 -0.75
H 5.64 5.85 -1.21
H 5.86 4.64 1.96
H 5.75 2.99 1.46
H 6.74 4.06 0.45
C -6.07 -1.36 0.27
O -6.67 -2.24 -0.41
N -6.65 -0.83 1.28
C -5.98 0.16 2.13
C -8.06 -1.06 1.64
H -5.03 -1.03 0.15
H -5.91 -0.11 3.18
H -6.48 1.12 2.03
H -4.95 0.34 1.82
H -8.62 -0.24 2.09
H -8.56 -1.55 0.81
H -8.15 -1.75 2.48
C -1.68 0.23 0.63
O -2.85 0.20 0.17
N -0.61 0.54 -0.12
C 0.79 0.44 0.47
C -0.65 0.94 -1.48
H -1.43 0.01 1.68
H 1.46 1.24 0.16
H 1.33 -0.49 0.32
H 0.73 0.56 1.55
H -1.60 1.23 -1.92
H -0.01 1.81 -1.66
H -0.23 0.22 -2.18
```

LUMO energy: 0.52 eV
Charge: 0
HOMO-LUMO gap: 0.3356 hartree
SMILES: CCOC(=O)OC.CCOC(=O)OC.CCOC(=O)OC.CN(C)C=O.CN(C)C=O.CN(C)C=O.CN(C)C=O

[2]
A gas-phase ion, C3H8NO2 (charge +1) at a distorted geometry, computed with ωB97M-V with the def2-TZVPD basis set.

Geometry as XYZ:
```
14
C3H8NO2 ωB97M-V with the def2-TZVPD basis set
C 0.19 0.31 0.70
C -0.03 -0.28 -0.87
C 0.96 -0.50 1.69
N -1.17 0.51 -1.30
O -0.32 1.45 0.87
O 1.05 -0.03 2.94
H -0.35 -1.29 -0.97
H 0.73 0.08 -1.57
H 0.58 -1.54 1.87
H 2.05 -0.64 1.22
H -2.10 0.04 -1.35
H -0.99 0.87 -2.26
H -1.18 1.20 -0.54
H 1.37 0.93 3.00
```

LUMO energy: -4.21 eV
Charge: +1
HOMO-LUMO gap: 0.3849 hartree
SMILES: [NH3+]CC(=O)CO

[3]
A molecular structure, C38H44ClIrN3O8P2Se2 at a distorted geometry, computed with ωB97M-V with the def2-TZVPD basis set.

Geometry as XYZ:
```
99
C38H44ClIrN3O8P2Se2 ωB97M-V with the def2-TZVPD basis set
Ir -0.06 0.20 -1.52
Cl 1.31 -4.22 -7.27
C 1.05 -3.42 -5.73
C 1.23 -4.13 -4.55
C 1.02 -3.47 -3.32
C 0.64 -2.15 -3.24
O 0.48 -1.62 -1.98
C 0.44 -1.42 -4.46
C 0.01 -0.09 -4.51
O -0.30 0.71 -3.47
C 0.67 -2.10 -5.70
H 1.54 -5.17 -4.58
H 1.15 -4.01 -2.39
H -0.08 0.36 -5.50
H 0.51 -1.56 -6.63
Se -1.50 1.86 1.97
P -1.19 1.11 4.04
Se 0.28 -0.20 0.78
C -1.95 2.54 4.91
C -1.09 3.45 5.54
C -1.59 4.62 6.08
C -2.95 4.89 6.02
C -3.81 3.98 5.42
C -3.31 2.81 4.87
C -2.46 -0.19 4.31
C -2.55 -0.71 5.61
C -3.43 -1.74 5.90
C -4.22 -2.28 4.89
C -4.13 -1.78 3.60
C -3.24 -0.74 3.31
H -0.03 3.24 5.58
H -0.92 5.34 6.54
H -3.34 5.82 6.42
H -4.87 4.19 5.35
H -3.98 2.10 4.39
H -1.92 -0.29 6.39
H -3.49 -2.13 6.91
H -4.92 -3.08 5.12
H -4.74 -2.20 2.81
H -3.17 -0.37 2.30
O -1.54 3.74 -2.22
C -0.72 3.21 -1.51
O -0.80 1.98 -1.08
C 0.39 4.04 -0.91
C 0.05 5.31 -0.49
C 0.95 6.02 0.27
C 2.16 5.52 0.66
C 2.50 4.27 0.19
C 1.65 3.54 -0.62
N 3.76 3.68 0.66
O 4.03 2.60 0.33
O 4.47 4.34 1.34
N 0.58 7.39 0.73
O -0.47 7.85 0.36
O 1.36 7.97 1.45
H -0.92 5.73 -0.73
H 2.81 6.07 1.31
H 1.97 2.57 -0.99
C -0.21 -4.15 2.22
C 1.30 -4.27 1.92
C 1.40 -4.86 0.50
C 1.96 -5.22 2.93
P 2.06 -2.55 1.84
N 1.05 -1.75 0.96
C 3.70 -2.64 0.94
C 4.40 -1.29 1.15
C 3.43 -2.76 -0.58
C 4.62 -3.78 1.39
C 2.29 -1.86 3.57
C 3.47 -2.46 4.33
C 2.44 -0.32 3.48
C 0.99 -2.11 4.36
H -0.67 -5.12 2.03
H -0.67 -3.41 1.56
H -0.43 -3.87 3.25
H 0.73 -5.73 0.44
H 2.41 -5.21 0.27
H 1.08 -4.13 -0.24
H 1.53 -6.22 2.79
H 1.77 -4.92 3.97
H 3.04 -5.30 2.79
H 3.74 -0.46 0.98
H 5.23 -1.22 0.44
H 4.83 -1.20 2.15
H 2.57 -2.16 -0.90
H 3.25 -3.79 -0.89
H 4.31 -2.41 -1.11
H 4.84 -3.75 2.46
H 5.57 -3.68 0.86
H 4.21 -4.76 1.15
H 4.43 -2.16 3.91
H 3.44 -3.55 4.37
H 3.44 -2.09 5.36
H 3.42 0.00 3.12
H 2.32 0.09 4.49
H 1.69 0.14 2.84
H 0.85 -3.15 4.63
H 0.11 -1.76 3.81
H 1.05 -1.54 5.29
```

LUMO energy (spin up / spin down): 1.37 / 0.39 eV
Charge: -1
HOMO-LUMO gap (spin up / spin down): 0.1572 / 0.2103 hartree
2S+1: 5

[4]
A gas-phase ion, C4H5N2 (charge +1) at a distorted geometry, computed with ωB97M-V with the def2-TZVPD basis set.

Geometry as XYZ:
```
11
C4H5N2 ωB97M-V with the def2-TZVPD basis set
C -0.25 0.60 -1.96
C -0.61 -0.69 -2.16
C 0.07 0.01 0.21
C 0.37 0.22 1.59
N 0.45 0.75 -0.83
N -0.88 -1.33 -1.18
H -0.18 -0.33 2.33
H 0.00 1.25 1.69
H 1.48 0.07 1.93
H 0.79 1.66 -0.74
H -1.25 -2.22 -0.89
```

LUMO energy (spin up / spin down): -6.93 / -6.85 eV
Charge: +1
HOMO-LUMO gap (spin up / spin down): 0.2608 / 0.2649 hartree

[5]
A molecular structure, C31H80Ca3N4O15S at a distorted geometry, computed with ωB97M-V with the def2-TZVPD basis set.

Geometry as XYZ:
```
134
C31H80Ca3N4O15S ωB97M-V with the def2-TZVPD basis set
Ca 2.35 -1.57 -1.15
Ca -3.35 -1.25 0.39
Ca 0.69 2.96 -0.25
S -0.88 -0.14 -0.37
O 0.34 -0.90 -0.63
O -2.01 -0.63 -1.17
O -1.34 -0.32 0.94
O -0.60 1.28 -0.53
C -4.64 1.03 -1.47
O -4.63 0.60 -0.10
H -3.98 1.88 -1.68
H -4.32 0.29 -2.20
H -5.55 1.55 -1.76
H -5.10 1.22 0.46
C -3.65 -2.79 -2.52
O -4.50 -2.07 -1.63
C -5.50 -2.95 -1.24
C -6.25 -2.43 0.04
N -5.37 -2.36 1.15
C -5.81 -1.46 2.17
C -4.75 -1.34 3.29
O -3.70 -0.61 2.68
C -2.71 -0.28 3.66
H -3.07 -3.50 -1.93
H -3.15 -2.08 -3.18
H -4.18 -3.30 -3.33
H -5.24 -4.00 -1.07
H -6.13 -2.96 -2.13
H -7.06 -3.14 0.19
H -6.72 -1.46 -0.11
H -5.53 -3.28 1.53
H -6.67 -1.95 2.63
H -6.03 -0.48 1.77
H -4.40 -2.31 3.62
H -5.07 -0.78 4.16
H -3.03 0.02 4.65
H -2.10 0.48 3.18
H -2.02 -1.10 3.82
C 0.51 -1.27 5.30
O 0.61 -0.11 4.50
C 1.44 -0.23 3.34
C 1.69 1.09 2.46
N 0.48 1.75 1.93
C 0.02 2.79 2.82
C -1.24 3.48 2.21
O -0.95 4.08 0.93
C -2.12 4.69 0.38
H -0.32 -1.04 5.97
H 1.36 -1.40 5.97
H 0.25 -2.17 4.74
H 0.90 -0.95 2.72
H 2.42 -0.57 3.66
H 2.46 0.86 1.73
H 2.16 1.78 3.16
H -0.26 1.17 1.55
H 0.85 3.48 2.71
H -0.17 2.39 3.82
H -1.74 4.22 2.83
H -1.95 2.66 2.14
H -2.68 5.35 1.05
H -2.76 3.86 0.09
H -1.91 5.22 -0.54
C 0.13 -3.79 -2.14
O 1.43 -3.28 -2.38
C 2.38 -4.18 -2.93
C 3.63 -3.42 -3.39
N 4.13 -2.48 -2.44
C 4.97 -3.09 -1.47
C 5.49 -2.15 -0.41
O 4.45 -1.81 0.47
C 4.88 -0.80 1.35
H -0.23 -4.20 -3.08
H -0.60 -2.99 -1.97
H 0.06 -4.48 -1.31
H 1.87 -4.61 -3.80
H 2.69 -4.93 -2.20
H 3.24 -2.96 -4.29
H 4.33 -4.12 -3.85
H 4.86 -1.95 -2.89
H 5.80 -3.55 -2.00
H 4.54 -3.92 -0.90
H 5.93 -1.28 -0.91
H 6.34 -2.59 0.12
H 4.19 -0.32 2.04
H 5.23 -0.01 0.69
H 5.66 -1.12 2.04
C 2.48 5.45 3.55
O 2.52 5.09 2.10
C 2.86 6.18 1.17
C 2.89 5.71 -0.31
N 1.55 5.25 -0.71
C 1.56 5.09 -2.16
C 0.16 4.97 -2.80
O -0.56 3.98 -2.14
C -1.72 3.54 -2.88
H 2.06 6.43 3.74
H 3.53 5.52 3.84
H 2.01 4.72 4.20
H 3.87 6.54 1.35
H 2.23 7.05 1.29
H 3.69 4.98 -0.38
H 3.31 6.49 -0.94
H 0.88 5.98 -0.49
H 2.28 4.34 -2.47
H 1.89 6.06 -2.54
H 0.11 4.86 -3.89
H -0.43 5.87 -2.65
H -2.37 2.93 -2.26
H -1.53 3.01 -3.81
H -2.35 4.38 -3.19
C 2.46 -3.40 2.91
C 2.47 -4.01 1.44
C 2.03 -5.53 1.41
O 1.68 -3.19 0.63
H 1.41 -3.20 3.12
H 3.03 -2.48 3.01
H 2.86 -4.05 3.68
H 3.51 -3.88 1.13
H 1.07 -5.68 1.90
H 2.73 -6.04 2.08
H 2.08 -6.00 0.43
H 0.77 -3.36 0.86
C 0.97 -1.38 -5.28
C 0.73 -0.26 -4.29
C -0.74 -0.27 -3.96
O 1.51 -0.33 -3.11
H 0.19 -1.37 -6.05
H 0.95 -2.26 -4.65
H 1.93 -1.22 -5.77
H 0.90 0.76 -4.64
H -1.44 0.12 -4.69
H -0.99 0.31 -3.07
H -1.25 -1.21 -3.73
H 1.41 0.52 -2.68
```

LUMO energy (spin up / spin down): -12.58 / -17.32 eV
Charge: +5
HOMO-LUMO gap (spin up / spin down): 0.2814 / 0.1073 hartree
2S+1: 2

| no. | total energy (eV) |
| --- | --- |
| 1 | -58307.3801 |
| 2 | -8817.4726 |
| 3 | -225597.4500 |
| 4 | -7193.7492 |
| 5 | -136222.2476 |